# C43H34N5O6P2W

A molecular structure, C43H34N5O6P2W (ωB97M-V/def2-TZVPD, the Open Molecules 2025 dataset).

The geometry in XYZ format:
```
91
Properties=species:S:1:pos:R:3
W 1.952 0.481 2.120
P -3.404 0.129 -1.035
P -0.449 -0.609 -0.257
O 6.042 0.377 2.526
O -3.115 1.567 -0.663
O 0.133 0.212 0.947
O 2.213 3.666 -0.495
O 0.508 -0.710 3.468
O 1.670 -1.751 2.065
N 3.839 0.045 1.827
N 0.767 -1.851 2.973
N 2.924 0.487 3.993
N 2.443 1.598 0.509
N 0.966 2.333 2.483
C -0.320 1.623 -2.004
C 2.577 -3.313 -0.919
C 4.224 0.094 0.424
C -0.128 -0.648 -2.922
C 2.169 0.576 5.105
C 4.246 0.447 4.057
C 4.356 0.234 -2.326
C 2.022 2.904 0.348
C -0.575 3.637 3.699
C -0.127 2.089 -3.294
C -5.671 -1.686 -0.895
C -3.351 -0.277 -2.805
C -3.455 0.786 -3.741
C -7.442 -1.186 0.681
C 4.191 0.853 6.371
C 5.264 -0.619 -0.153
C -2.260 -0.891 -0.173
C -5.514 0.192 0.581
C 0.164 1.206 -4.368
C 4.858 0.240 2.732
C -3.184 -1.627 -3.279
C -3.068 -1.865 -4.639
C 5.293 -0.531 -1.548
C -0.269 0.210 -1.847
C 4.977 0.607 5.238
C 1.069 3.277 1.512
C 0.698 -4.549 -0.127
C 0.363 4.512 1.631
C 0.476 -2.155 -0.423
C -6.892 -2.010 -0.333
C -3.226 -0.806 -5.537
C 0.129 2.452 3.489
C 3.351 0.922 -0.295
C -0.025 -3.376 0.035
C 3.403 1.044 -1.682
C -0.492 4.638 2.758
C -6.762 -0.058 1.098
C 1.802 -2.130 -0.882
C 2.770 0.754 6.290
C -3.424 0.485 -5.118
C -4.939 -0.561 -0.382
C 2.010 -4.520 -0.533
C 0.127 -0.155 -4.211
H 4.713 0.915 7.351
H 2.197 0.766 7.225
H -7.294 -2.971 -0.574
H 2.876 1.780 -2.239
H 0.286 -0.844 -4.993
H -2.475 -1.976 -0.325
H -5.270 -2.268 -1.726
H -8.341 -1.490 1.189
H 0.393 5.193 0.799
H -0.461 2.306 -1.185
H 2.197 -1.309 -1.447
H -3.500 1.271 -5.854
H -3.284 -0.976 -6.620
H -2.561 -0.575 0.916
H -3.679 1.832 -3.333
H 0.235 -5.437 0.131
H -1.155 5.505 3.034
H -4.929 1.110 0.855
H -0.200 -1.730 -2.742
H -1.225 3.710 4.533
H -1.061 -3.469 0.375
H 0.008 1.599 4.120
H -3.068 -2.879 -5.032
H 6.101 -1.047 -2.034
H 5.937 -1.319 0.282
H -7.218 0.617 1.804
H 4.536 0.274 -3.371
H -3.062 -2.453 -2.581
H 2.539 -5.447 -0.614
H 6.020 0.573 5.225
H 3.549 -3.349 -1.438
H 0.353 1.673 -5.337
H 1.143 0.481 5.020
H -0.201 3.143 -3.492
```

Frontier orbital gap (alpha / beta) = 0.239 / 0.252 hartree
Expectation value of S² = 2.018
HOMO (alpha / beta) = -9.52 / -10.55 eV
2S+1 = 3
Calculated total energy = -85277.31300 eV
M = 962.56 g/mol
Net charge = +1
ΔE to the lowest compared entry with this formula, charge and spin = 1.174 eV

# C4H12O3

2 unconnected molecules or ions with the total composition C4H12O3 (ωB97M-V/def2-TZVPD, the Open Molecules 2025 dataset).

The geometry in XYZ format:
```
19
Properties=species:S:1:pos:R:3
O -2.040 -1.158 -1.349
O -0.693 2.239 1.886
O 1.258 -0.013 2.179
C 0.490 -0.513 1.170
C -0.950 -0.614 -2.079
C 0.848 0.157 -0.103
C 0.398 -0.856 -1.212
H -0.922 -1.044 -3.057
H -2.851 -0.666 -1.401
H 1.728 0.611 -0.332
H -0.143 1.665 2.558
H 0.769 -1.578 1.302
H 2.103 0.458 2.026
H -1.074 0.415 -2.043
H -0.594 -0.364 1.466
H 1.260 -0.923 -1.939
H 0.305 1.069 -0.086
H 0.268 -1.913 -0.852
H -0.160 3.028 1.864
```

Frontier orbital gap = 0.387 hartree
HOMO = -9.84 eV
Calculated total energy = -10482.81897 eV
M = 108.14 g/mol
Net charge = 0
ΔE to the lowest compared entry with this formula, charge and spin = 2.320 eV
SMILES = OCCCCO.O

# C10H20F3N2O5Y

A molecular structure, C10H20F3N2O5Y (ωB97M-V/def2-TZVPD, the Open Molecules 2025 dataset).

The geometry in XYZ format:
```
41
Properties=species:S:1:pos:R:3
Y 3.562 -0.399 2.201
F -1.165 2.620 -2.716
F 0.619 1.835 -1.727
F 0.454 3.952 -2.145
O -1.224 4.280 -0.213
O 2.940 0.225 0.307
O 1.150 -4.085 -0.599
O 1.909 -1.932 1.986
O -1.172 2.089 0.262
N 1.138 -2.757 -2.469
N -0.347 -2.201 2.195
C -0.676 -0.931 1.550
C 0.872 -2.610 2.374
C -2.056 4.634 0.929
C 1.271 -1.429 -3.011
C 1.188 -2.997 -1.143
C 0.829 -3.841 -3.392
C -1.430 -2.857 2.881
C -1.315 5.578 1.830
C -0.934 3.044 -0.416
C -0.240 2.885 -1.788
H -0.518 5.079 2.388
H -2.930 5.140 0.519
H 1.293 -0.693 -2.210
H -1.993 6.031 2.557
H 2.390 0.601 -0.389
H 0.182 -0.304 1.351
H -2.360 -2.695 2.348
H 0.972 -3.609 2.783
H -0.037 -3.580 -3.999
H 1.291 -2.114 -0.493
H -1.258 -3.929 2.960
H -1.248 -1.129 0.646
H 0.446 -1.173 -3.684
H 1.666 -3.994 -4.083
H -0.886 6.418 1.284
H 2.185 -1.321 -3.610
H -1.335 -0.370 2.220
H -2.384 3.740 1.445
H -1.520 -2.458 3.894
H 0.673 -4.747 -2.824
```

Frontier orbital gap = 0.155 hartree
HOMO = -13.94 eV
Calculated total energy = -33092.44096 eV
M = 394.18 g/mol
Net charge = +2
ΔE to the lowest compared entry with this formula, charge and spin = 0.000 eV

# C32H52FN16

14 unconnected molecules or ions with the total composition C32H52FN16 (ωB97M-V/def2-TZVPD, the Open Molecules 2025 dataset).

The geometry in XYZ format:
```
101
Properties=species:S:1:pos:R:3
F 2.329 -0.057 -3.015
N 1.424 -5.192 -7.608
N 2.232 -4.751 5.392
N 2.400 -2.015 1.092
N -2.029 -1.960 2.932
N -4.021 2.601 5.244
N -3.883 2.760 -0.421
N 0.185 5.689 -3.076
N 3.814 3.206 0.206
N -0.042 -2.352 -0.658
N 7.639 -0.538 0.519
N -5.513 -4.477 -4.133
N 1.878 -2.124 -2.070
N 1.756 -6.455 -3.944
N -6.778 7.746 3.760
N -0.422 -1.711 -2.685
N -9.040 11.131 7.578
C 0.825 -4.181 -4.787
C 1.747 -7.770 -7.507
C 7.843 0.587 0.597
C -3.611 1.902 -2.859
C -3.211 -3.680 -3.230
C -6.506 6.635 3.839
C -3.371 0.091 5.412
C -1.039 -2.508 3.121
C -4.498 -4.125 -3.735
C -7.329 10.246 5.831
C -0.266 5.962 -2.058
C 1.341 -5.453 -4.316
C 3.972 -1.000 -1.567
C -6.157 5.229 3.938
C 3.527 3.915 -0.649
C -0.871 -1.121 -0.455
C 8.029 2.027 0.669
C -3.763 2.385 -1.497
C 0.224 -3.196 3.339
C 4.501 0.299 -0.944
C 2.530 -0.838 -1.896
C 3.155 4.770 -1.761
C -0.840 6.307 -0.765
C 1.564 -6.330 -7.563
C -3.744 1.491 5.318
C 1.884 -5.757 4.965
C -8.285 10.741 6.808
C 4.611 -1.918 2.468
C 3.376 -1.972 1.696
C -1.324 -0.835 -1.918
C 1.448 -7.037 4.431
C 0.558 -2.091 -1.843
H -1.159 0.216 -2.112
H 4.396 -1.994 3.532
H 2.013 -0.339 -1.079
H 0.787 -8.269 -7.398
H -5.616 4.903 3.052
H -2.834 -0.219 4.519
H -1.644 -1.215 0.293
H 1.019 -6.913 3.438
H -0.143 -1.303 -3.569
H 5.053 0.087 -0.041
H -0.498 5.616 0.004
H 3.673 0.938 -0.668
H 0.174 -3.835 4.215
H 8.147 2.443 -0.330
H 5.126 -0.976 2.283
H -3.205 -3.673 -2.140
H -1.926 6.261 -0.805
H 2.373 -8.035 -6.657
H -2.382 -1.038 -2.026
H 5.282 -2.728 2.191
H -2.599 2.096 -3.214
H -6.330 10.205 6.262
H -0.240 -0.289 -0.157
H 2.289 5.372 -1.505
H 0.481 -3.812 2.479
H -2.992 -2.673 -3.583
H 1.468 -3.756 -5.553
H 2.409 -2.955 -2.261
H 3.963 5.445 -2.037
H -2.414 -4.341 -3.567
H 2.289 -7.723 4.360
H -7.594 9.249 5.494
H 2.222 -8.126 -8.419
H 7.165 2.495 1.139
H 8.916 2.269 1.251
H 2.896 4.175 -2.634
H -7.299 10.895 4.959
H 0.751 -3.465 -3.972
H -4.252 -0.540 5.510
H 4.497 -1.204 -2.497
H 5.092 0.861 -1.654
H -0.164 -4.299 -5.226
H -7.052 4.618 4.036
H 0.688 -2.419 0.058
H -2.731 -0.080 6.275
H -0.549 7.316 -0.479
H 1.031 -2.484 3.497
H 4.101 -1.825 -0.888
H -5.524 5.042 4.804
H -4.297 2.403 -3.538
H 0.695 -7.482 5.079
H -3.801 0.832 -2.917
```

Frontier orbital gap = 0.292 hartree
HOMO = -12.04 eV
Calculated total energy = -60575.96497 eV
M = 679.88 g/mol
Net charge = +1